Computed, not measured: a molecular structure, C7H18B2Br2INO12PS2 at a distorted geometry, with wB97M-V/def2-TZVPD.

The geometry in XYZ format:
```
46
Properties=species:S:1:pos:R:3:forces:R:3
C -5.461 2.761 -2.366 -1.54 0.43 0.88
C -5.278 1.271 -1.681 0.49 1.07 -1.29
Br -7.141 0.440 -1.716 0.84 0.59 0.21
C -4.286 0.259 -2.510 -1.69 -1.31 0.42
Br -3.914 0.886 -4.415 -0.71 0.02 0.92
B -2.902 -0.156 -1.726 -1.08 1.00 -1.13
I -1.581 -1.358 -3.073 -0.01 -0.28 0.09
B -3.236 -1.145 -0.446 1.45 -1.80 2.48
N -4.619 -1.664 -0.083 0.63 0.46 -0.26
O -2.101 -1.612 0.408 -2.74 1.79 0.16
P -1.829 1.314 -1.132 6.56 -0.79 1.08
O -0.378 0.695 -0.795 -4.76 2.98 -0.76
O -1.526 2.507 -2.404 -2.17 -0.55 2.34
O -2.372 2.045 0.374 -0.97 0.03 -2.60
H -4.492 3.419 -2.363 -1.68 -1.50 -0.19
H -6.243 3.335 -1.670 1.71 -1.16 -1.39
H -5.990 2.722 -3.435 1.62 -0.14 2.41
H -5.021 1.389 -0.544 -0.39 -0.45 -2.26
H -4.901 -0.754 -2.656 1.35 2.41 0.01
H -5.247 -0.857 0.123 0.27 -1.19 -0.75
H -4.949 -2.231 -0.900 -0.12 0.98 1.06
H -2.348 -1.341 1.344 0.37 -0.99 -1.54
H -2.361 3.026 -2.600 1.27 -0.96 0.17
H -3.293 2.427 0.286 1.49 -0.59 0.04
C 2.925 0.774 1.935 -0.98 -0.18 -0.34
C 2.615 1.557 0.662 -0.08 -0.98 -0.26
O 2.981 2.904 0.953 0.98 0.46 1.33
S 4.240 2.899 1.991 -0.52 -0.20 -0.38
O 5.455 3.065 1.226 -1.11 0.02 1.22
O 3.902 3.730 3.123 0.72 -0.68 -1.37
O 4.134 1.336 2.444 0.69 1.21 -0.39
H 2.141 0.918 2.686 0.03 -0.04 -0.11
H 3.052 -0.294 1.743 0.14 0.49 0.12
H 1.561 1.495 0.381 0.03 0.15 -0.03
H 3.235 1.212 -0.173 -0.09 -0.04 0.07
C 5.754 -2.945 0.776 0.45 0.43 0.27
C 5.960 -3.643 2.117 0.35 -0.40 -0.42
O 4.725 -3.489 2.812 -0.64 0.46 -0.61
S 3.506 -3.475 1.729 -0.67 -0.31 -0.10
O 2.943 -4.806 1.665 0.56 1.94 0.06
O 2.707 -2.293 1.955 0.90 -1.94 -0.09
O 4.412 -3.242 0.394 -0.43 -0.47 0.87
H 5.846 -1.859 0.879 0.06 -0.09 0.01
H 6.454 -3.298 0.014 -0.33 -0.04 0.04
H 6.782 -3.209 2.691 -0.34 0.04 0.05
H 6.139 -4.715 1.980 0.06 0.10 -0.03
```
Forces are in eV/Å.

Calculated values
frontier orbital gap	7.18	eV
spin multiplicity	1
electronic energy	-214111.648	eV
net charge	-1
energy relative to the best compared isomer or geometry (same formula, charge and spin)	370.1	kJ/mol


Computed, not measured: a molecular structure, C27H26Cl5CrNO5P, with wB97M-V/def2-TZVPD.

The geometry in XYZ format:
```
66
Properties=species:S:1:pos:R:3:forces:R:3
Cr 0.586 0.337 0.344 0.07 -0.33 0.52
O -2.817 -0.070 -2.134 -0.24 -0.06 -0.25
C -1.723 -0.154 -1.617 0.37 0.06 0.19
O -1.417 0.659 -0.438 0.22 0.20 0.18
C -0.596 -0.940 -1.953 0.01 0.03 0.19
C -0.594 -1.888 -3.009 -0.01 0.03 -0.02
C 0.541 -2.594 -3.272 0.14 -0.01 0.05
C 1.723 -2.372 -2.492 -0.05 -0.24 -0.33
C 1.671 -1.462 -1.489 -0.16 0.33 0.31
N 0.544 -0.768 -1.203 -0.05 -0.34 -0.52
C 2.829 -1.075 -0.572 -0.38 0.46 -0.01
O 3.920 -1.587 -0.705 0.17 -0.09 0.08
O 2.501 -0.135 0.280 0.17 -0.29 -0.32
H -1.504 -2.021 -3.578 0.02 -0.03 -0.02
H 0.551 -3.326 -4.071 0.01 0.03 0.03
H 2.650 -2.900 -2.669 -0.05 0.00 -0.03
Cl 1.881 0.429 7.378 -0.02 -0.05 -0.08
C 1.414 0.008 5.764 -0.01 -0.03 0.06
C 1.413 0.969 4.758 -0.02 0.12 0.03
Cl 1.855 2.609 5.100 -0.03 -0.13 0.01
C 1.039 0.619 3.479 -0.04 0.03 -0.22
Cl 0.989 1.801 2.195 0.17 0.21 0.38
C 0.638 -0.683 3.101 -0.14 0.12 -0.09
O 0.250 -0.975 1.918 0.08 0.25 -0.24
C 0.645 -1.633 4.150 -0.01 -0.10 0.10
Cl 0.128 -3.229 3.742 0.03 0.07 0.09
C 1.025 -1.296 5.441 -0.01 -0.01 0.01
Cl 1.011 -2.504 6.679 -0.01 0.05 -0.05
C -3.745 2.886 -1.784 -0.04 0.04 -0.01
C -3.786 2.392 -0.331 0.10 -0.12 -0.20
C -4.266 3.554 0.553 0.01 0.07 0.03
C -4.736 1.208 -0.181 -0.13 0.02 -0.02
P -2.012 2.115 0.219 -0.32 -0.16 0.06
C -2.315 1.482 1.916 0.09 0.04 0.04
C -2.486 0.132 2.202 -0.07 -0.07 0.09
C -2.618 -0.299 3.518 -0.01 0.04 -0.03
C -2.586 0.616 4.560 0.01 0.04 -0.05
C -2.410 1.969 4.287 0.01 -0.03 -0.01
C -2.262 2.393 2.974 0.04 0.01 -0.02
C 0.883 3.719 -1.042 0.07 0.03 -0.05
C 0.530 2.989 -2.292 -0.09 -0.04 0.04
C 0.210 5.014 -0.753 -0.09 -0.01 0.00
C 2.224 3.473 -0.445 -0.05 0.10 -0.06
H -4.754 3.186 -2.091 0.05 -0.02 0.01
H -3.399 2.107 -2.461 -0.02 0.02 0.03
H -3.094 3.762 -1.883 -0.03 -0.05 0.02
H -5.202 3.937 0.135 0.03 -0.01 0.02
H -3.550 4.385 0.575 -0.05 -0.07 -0.02
H -4.457 3.239 1.580 0.02 -0.01 -0.03
H -5.750 1.533 -0.451 0.05 -0.02 0.03
H -4.768 0.848 0.848 0.00 0.03 0.02
H -4.452 0.388 -0.839 -0.03 0.09 0.08
H -2.475 -0.596 1.401 -0.01 0.01 0.02
H -2.716 -1.358 3.725 0.00 0.02 -0.01
H -2.669 0.275 5.585 0.00 0.01 -0.02
H -2.353 2.687 5.098 0.00 -0.04 -0.05
H -2.064 3.441 2.769 -0.03 -0.06 0.01
H -0.544 3.031 -2.502 0.08 0.00 0.03
H 0.829 1.936 -2.250 0.00 0.02 0.00
H 1.045 3.422 -3.167 -0.01 -0.01 0.01
H -0.848 4.990 -1.032 0.07 -0.01 0.02
H 0.677 5.842 -1.313 -0.02 -0.01 0.02
H 0.275 5.271 0.309 0.00 -0.01 -0.05
H 2.464 2.411 -0.405 0.11 -0.11 0.01
H 2.301 3.882 0.566 0.02 0.00 -0.03
H 3.015 3.951 -1.049 0.01 0.00 0.03
```
Forces are in eV/Å.

Calculated values
frontier orbital gap (spin up / spin down)	5.56 / 6.41	eV
spin multiplicity	5
⟨S²⟩	6.391
electronic energy	-140473.695	eV
net charge	-1
energy relative to the best compared isomer or geometry (same formula, charge and spin)	352.6	kJ/mol


Computed, not measured: a molecular structure, C39H26LuN7O6S2 at a distorted geometry, with wB97M-V/def2-TZVPD.

The geometry in XYZ format:
```
81
Properties=species:S:1:pos:R:3:forces:R:3
Lu 0.816 -0.002 -0.023 -1.19 0.85 -0.12
C 0.010 3.627 2.634 0.01 -0.07 0.08
C 0.613 3.296 3.845 -0.06 0.03 -0.08
C 0.837 1.973 4.136 0.00 -0.10 -0.02
C 0.499 0.978 3.199 -0.33 0.44 -0.13
N -0.061 1.307 2.016 0.53 -0.12 0.30
C -0.302 2.598 1.771 -0.20 0.15 -0.10
N 0.739 -0.314 3.585 0.27 -0.49 0.04
C 0.630 -1.344 2.804 -0.20 0.48 0.33
N 0.214 -1.437 1.509 0.15 -0.50 0.42
C 0.272 -2.768 1.116 -0.47 -0.40 -0.42
N -0.053 -3.340 0.021 0.35 -0.04 0.54
C -0.308 -2.848 -1.259 -0.19 -0.37 -0.78
C -0.553 -3.887 -2.142 -0.04 0.14 0.41
C -0.445 -3.645 -3.535 -0.05 0.24 -0.24
C -0.252 -2.397 -3.982 0.15 -0.13 0.12
C -0.327 -1.219 -3.050 -0.14 0.05 -0.09
N -0.247 -1.536 -1.617 0.37 -0.32 -0.01
C 0.762 -3.574 2.254 0.12 0.18 0.52
C 1.076 -4.915 2.377 -0.10 -0.02 -0.09
C 1.599 -5.349 3.588 0.03 -0.06 0.01
C 1.813 -4.461 4.643 0.00 0.01 0.01
C 1.513 -3.112 4.509 -0.02 0.07 0.05
C 0.986 -2.689 3.303 -0.06 -0.41 -0.26
H -0.192 4.652 2.355 -0.01 0.00 -0.01
H 0.900 4.072 4.545 0.01 -0.03 0.03
H 1.303 1.658 5.059 -0.01 -0.02 0.00
H -0.784 2.816 0.826 0.07 -0.06 -0.03
H -0.607 -4.888 -1.743 0.08 0.00 0.01
H -0.450 -4.482 -4.227 0.06 0.01 -0.01
H -0.023 -2.169 -5.014 -0.07 -0.02 -0.01
H 1.026 0.169 -2.671 0.11 0.12 -0.32
H 0.930 -5.589 1.542 -0.01 0.02 0.00
H 1.867 -6.391 3.712 -0.01 0.00 0.00
H 2.238 -4.831 5.568 0.00 0.01 0.01
H 1.693 -2.399 5.304 0.01 0.00 0.00
C -2.683 -1.210 -0.001 0.32 -0.09 0.01
C -2.117 -0.236 -0.980 -0.38 0.83 0.17
N -1.493 0.824 -0.549 0.26 0.03 -0.07
N -1.486 1.872 -1.470 -0.51 0.26 -0.39
C -0.428 2.494 -1.817 -0.08 -0.01 0.11
S 1.230 2.242 -1.387 -0.04 0.11 -0.15
S -0.800 3.867 -2.924 0.05 -0.02 -0.20
C 0.268 3.353 -4.330 -0.15 0.00 0.45
C -0.075 4.173 -5.533 0.00 0.09 -0.03
C 0.793 5.153 -6.005 -0.01 -0.01 0.01
C 0.459 5.927 -7.108 0.00 0.01 -0.03
C -0.753 5.733 -7.754 0.02 0.03 -0.03
C -1.627 4.757 -7.291 0.00 -0.01 -0.01
C -1.290 3.985 -6.190 -0.04 -0.03 -0.02
C -2.574 -0.201 -2.393 0.10 -0.18 -0.23
C -3.799 0.376 -2.715 -0.09 -0.06 0.07
C -4.102 0.686 -4.028 -0.08 0.02 -0.01
C -3.163 0.444 -5.023 0.09 -0.03 -0.04
C -1.954 -0.152 -4.705 -0.06 0.03 -0.05
C -1.655 -0.500 -3.391 0.07 0.02 0.30
O 0.741 -0.342 -3.445 -0.15 -0.05 0.01
H -3.742 -0.968 0.133 -0.02 0.03 -0.03
H -2.604 -2.233 -0.366 -0.04 0.01 -0.01
H -2.168 -1.109 0.953 -0.07 -0.02 0.02
H 1.299 3.488 -4.017 0.10 -0.05 -0.14
H 0.077 2.292 -4.494 0.05 -0.01 -0.04
H 1.740 5.309 -5.503 -0.01 -0.01 0.03
H 1.150 6.683 -7.463 -0.01 0.00 0.00
H -1.014 6.336 -8.615 0.00 0.00 0.01
H -2.575 4.600 -7.791 0.00 -0.01 0.01
H -1.973 3.228 -5.822 0.02 0.00 0.03
H -4.495 0.628 -1.923 0.02 0.02 0.00
H -5.051 1.146 -4.276 0.00 0.00 0.03
H -3.374 0.723 -6.050 -0.01 -0.02 0.00
H -1.220 -0.336 -5.480 -0.01 -0.01 0.01
O 6.998 -0.795 0.527 -0.01 -0.05 0.06
C 5.791 -0.709 0.493 0.32 0.00 -0.02
C 4.937 0.142 1.400 -0.17 0.17 0.27
O 5.322 0.747 2.385 0.04 0.04 -0.05
C 3.591 0.070 0.837 0.23 -0.27 -0.43
C 3.555 -0.846 -0.245 0.31 0.36 0.38
O 2.452 -1.061 -0.871 0.71 -0.41 -0.12
C 4.882 -1.405 -0.489 -0.21 -0.24 -0.21
O 5.220 -2.248 -1.300 0.06 0.05 0.00
O 2.533 0.706 1.183 0.21 -0.15 0.19
```
Forces are in eV/Å.

Calculated values
frontier orbital gap	5.59	eV
spin multiplicity	1
electronic energy	-118877.633	eV
net charge	-2
energy relative to the best compared isomer or geometry (same formula, charge and spin)	175.3	kJ/mol